1.
C25H37N6O3 | ωB97M-V/def2-TZVPD

Last column: natural (NBO) charge in e.
CARTESIAN COORDINATES (ANGSTROEM)
C (-0.376, -3.718, -1.441)  -0.6036
C (0.076, -4.055, -0.023)  -0.4160
C (-0.623, -3.242, 1.075)  -0.4222
C (-1.822, -3.934, 1.730)  -0.3923
C (-2.989, -4.276, 0.803)  -0.3939
C (-3.592, -3.083, 0.059)  -0.4143
C (-4.218, -2.047, 0.987)  -0.4100
C (-4.937, -0.933, 0.212)  -0.2096
N (-3.970, -0.139, -0.523)  -0.2564
C (-3.619, -0.497, -1.765)  0.0622
C (-2.625, 0.179, -2.443)  -0.2081
C (-1.962, 1.226, -1.822)  -0.1072
C (-2.325, 1.569, -0.520)  -0.0523
C (-1.825, 2.805, 0.173)  0.6608
O (-2.651, 3.599, 0.588)  -0.5932
N (-0.496, 3.015, 0.235)  -0.4154
C (0.520, 2.062, 0.015)  -0.1464
C (1.802, 2.529, -0.282)  0.4364
N (2.869, 1.699, -0.387)  -0.5488
C (2.679, 0.435, -0.157)  0.6331
N (3.781, -0.381, -0.230)  -0.6191
C (3.843, -1.722, 0.079)  0.7196
O (2.864, -2.344, 0.426)  -0.6040
C (5.222, -2.329, -0.051)  -0.3153
C (5.743, -2.208, -1.485)  -0.5987
C (6.186, -1.691, 0.952)  -0.5983
N (1.477, -0.096, 0.145)  -0.5986
C (0.324, 0.675, 0.278)  0.6287
O (-0.738, 0.131, 0.577)  -0.6742
N (2.047, 3.835, -0.463)  -0.5655
C (1.013, 4.824, -0.292)  -0.2215
C (-0.024, 4.313, 0.716)  -0.0580
C (0.539, 4.210, 2.130)  -0.6222
C (-3.372, 0.884, 0.079)  0.1386
H (-0.310, -2.645, -1.618)  0.1877
H (-1.398, -4.038, -1.628)  0.1939
H (0.265, -4.219, -2.164)  0.2152
H (1.147, -3.865, 0.039)  0.2263
H (-0.073, -5.120, 0.161)  0.1987
H (-0.919, -2.266, 0.686)  0.2099
H (0.099, -3.057, 1.873)  0.2133
H (-1.476, -4.868, 2.179)  0.2115
H (-2.180, -3.303, 2.546)  0.1961
H (-3.771, -4.754, 1.398)  0.2084
H (-2.654, -5.005, 0.065)  0.2090
H (-4.360, -3.464, -0.620)  0.2034
H (-2.810, -2.611, -0.537)  0.2033
H (-4.950, -2.529, 1.636)  0.2294
H (-3.446, -1.600, 1.615)  0.2198
H (-5.652, -1.368, -0.489)  0.2232
H (-5.472, -0.282, 0.905)  0.2316
H (-4.151, -1.321, -2.215)  0.2404
H (-2.373, -0.118, -3.448)  0.2493
H (-1.177, 1.762, -2.333)  0.2433
H (4.631, 0.105, -0.483)  0.4322
H (5.109, -3.389, 0.195)  0.2402
H (5.032, -2.633, -2.190)  0.2220
H (5.931, -1.173, -1.761)  0.1974
H (6.678, -2.755, -1.575)  0.2316
H (6.371, -0.644, 0.722)  0.1975
H (7.137, -2.216, 0.922)  0.2312
H (5.791, -1.761, 1.963)  0.2242
H (1.434, -1.098, 0.361)  0.4705
H (2.998, 4.110, -0.642)  0.4226
H (1.456, 5.753, 0.069)  0.2249
H (0.520, 5.028, -1.252)  0.2009
H (-0.893, 4.977, 0.719)  0.2604
H (1.420, 3.574, 2.161)  0.2109
H (0.809, 5.199, 2.491)  0.2268
H (-0.214, 3.796, 2.795)  0.2303
H (-3.698, 1.158, 1.071)  0.2487

Atomic forces in eV per Å
C 0.118 -0.168 0.150
C -0.032 0.210 -0.032
C -0.026 -0.277 0.053
C -0.005 0.067 -0.121
C 0.118 0.161 -0.010
C 0.021 -0.150 0.303
C -0.028 -0.006 -0.390
C -0.471 -0.782 0.857
N 0.268 0.424 -0.341
C 0.372 0.014 -0.748
C -0.174 -0.103 0.180
C -0.264 0.055 0.543
C -0.574 0.012 -0.689
C -0.269 -0.121 -0.107
O -0.146 -0.049 0.117
N 0.046 0.131 0.013
C 0.342 -0.309 -0.100
C -0.317 -0.391 -0.128
N 0.351 -0.052 -0.018
C -0.399 0.470 0.016
N 0.148 0.035 -0.063
C 0.384 -0.164 -0.069
O -0.276 -0.184 0.122
C 0.159 -0.054 -0.007
C -0.132 -0.136 0.133
C -0.153 -0.166 -0.010
N 0.236 -0.425 0.019
C 0.137 0.375 0.013
O 0.277 -0.199 0.412
N 0.222 -0.086 0.064
C -0.491 0.179 -0.075
C 0.082 0.447 0.167
C -0.160 -0.029 -0.185
C 0.535 0.652 0.083
H -0.017 0.138 -0.049
H -0.153 0.009 -0.084
H -0.002 -0.017 -0.148
H -0.046 -0.127 0.012
H 0.062 -0.107 0.031
H 0.051 0.080 0.021
H 0.000 0.125 0.022
H -0.009 0.013 0.104
H -0.011 -0.039 0.117
H -0.040 -0.087 -0.055
H -0.043 -0.099 -0.024
H -0.011 0.061 -0.115
H 0.017 -0.014 -0.119
H -0.035 0.041 0.075
H -0.020 0.056 0.141
H 0.069 0.166 -0.008
H 0.038 0.064 -0.199
H -0.071 -0.030 0.112
H -0.046 -0.056 -0.063
H 0.077 0.082 -0.039
H -0.140 -0.019 0.037
H -0.132 0.170 -0.013
H -0.020 -0.013 -0.127
H 0.058 0.106 -0.069
H 0.091 -0.006 -0.033
H 0.070 0.119 -0.003
H 0.098 0.002 -0.001
H 0.025 0.038 0.117
H 0.025 0.244 -0.067
H 0.008 -0.098 0.019
H -0.024 -0.055 -0.017
H 0.029 0.052 0.153
H 0.224 -0.115 -0.078
H 0.086 -0.040 0.053
H 0.059 0.095 0.056
H -0.047 -0.027 0.077
H -0.120 -0.090 0.015

Summary:
* LUMO level: -0.1182 Ha
* SMILES: CCCCCCCC[n+]1cccc(C(=O)N2c3c(nc(NC(=O)C(C)C)[nH]c3=O)NC[C@@H]2C)c1
* orbital gap: 7.4 eV
* electronic energy: -1528.99396 a.u.
* charge: +1

***

2.
C15H25CoN5O5 | ωB97M-V/def2-TZVPD

Last column: Mulliken spin population.
CARTESIAN COORDINATES (ANGSTROEM)
O (0.460, 4.072, -0.231)  0.1134
H (0.592, 4.984, 0.140)  0.0125
Co (-0.491, 0.890, -0.373)  2.7715
N (-1.398, -0.357, -1.402)  0.0131
N (1.000, -0.695, -0.932)  0.0207
O (-2.732, -0.058, -1.735)  0.0024
O (2.141, -1.295, -0.403)  0.0099
C (-0.762, -1.070, -2.352)  0.0355
C (0.594, -1.374, -2.007)  0.0022
C (-1.449, -1.385, -3.624)  0.0046
C (1.423, -2.411, -2.688)  0.0022
H (-2.322, -0.740, -3.731)  0.0004
H (-1.783, -2.428, -3.620)  0.0023
H (-0.793, -1.233, -4.489)  0.0024
H (2.077, -2.922, -1.982)  0.0004
H (2.050, -1.966, -3.467)  0.0008
H (0.764, -3.138, -3.164)  0.0002
H (-2.853, 0.889, -1.583)  0.0003
H (2.409, -0.736, 0.351)  0.0039
O (-0.571, -3.150, 1.016)  -0.0004
H (-1.156, -2.375, 0.931)  0.0009
H (0.213, -2.915, 0.479)  0.0001
C (1.971, 2.936, -0.814)  0.8974
H (2.414, 3.545, -0.017)  -0.0156
H (1.365, 3.342, -1.626)  -0.0612
H (2.398, 1.843, -0.974)  0.0498
O (-0.913, 2.369, -1.285)  0.0635
H (-1.868, 2.555, -1.449)  -0.0041
H (-0.481, 3.306, -0.894)  -0.0136
N (-1.151, -0.691, 2.446)  0.0078
C (-1.912, 0.430, 2.192)  0.0287
C (-3.117, 0.825, 2.783)  -0.0024
C (-3.605, 2.150, 2.682)  0.0074
C (-2.816, 3.104, 2.042)  -0.0073
C (-1.652, 2.599, 1.454)  0.0008
N (-1.395, 1.265, 1.273)  0.0183
C (0.229, -0.559, 2.692)  0.0039
C (0.782, -1.157, 3.829)  0.0000
C (2.103, -0.858, 4.177)  -0.0007
C (2.836, -0.022, 3.329)  0.0067
C (2.224, 0.456, 2.158)  -0.0118
N (0.920, 0.201, 1.860)  0.0058
H (-1.616, -1.295, 3.085)  0.0001
H (-3.668, 0.053, 3.300)  0.0015
H (-4.563, 2.466, 3.094)  0.0000
H (-3.044, 4.180, 1.942)  0.0019
H (-0.870, 3.320, 1.111)  0.0182
H (0.116, -1.797, 4.413)  0.0004
H (2.533, -1.260, 5.092)  -0.0002
H (3.872, 0.261, 3.556)  0.0006
H (2.814, 1.073, 1.461)  0.0048

Atomic forces in eV per Å
O -3.417 2.111 1.656
H -0.570 -1.139 -0.633
Co 3.793 -1.391 2.369
N -0.765 -2.549 -3.486
N 0.246 -2.326 -1.676
O 0.235 -0.405 -0.090
O -0.393 1.053 -0.279
C -2.941 2.576 1.429
C 2.193 0.947 2.568
C 0.084 -0.247 -0.383
C -0.427 -0.338 -0.039
H 0.148 -0.240 0.002
H 0.014 0.090 -0.087
H 0.058 -0.166 0.262
H -0.115 0.087 -0.095
H -0.069 0.106 0.108
H 0.128 -0.015 -0.035
H 0.015 -0.178 0.214
H -0.273 -0.083 -0.301
O 0.308 0.535 -0.632
H 0.357 -0.421 0.041
H -0.535 -0.235 0.497
C 1.972 -2.989 -0.853
H 0.369 -0.556 -0.971
H 1.612 -0.452 -0.224
H -0.674 1.842 0.462
O -2.350 2.581 -2.024
H 1.172 0.161 0.038
H 1.061 0.940 0.631
N -1.097 -0.054 -0.355
C -0.335 1.509 -1.160
C -0.604 0.110 0.562
C 0.171 -0.769 -0.439
C 1.024 -0.625 -0.145
C -0.441 1.066 -0.428
N -0.026 1.863 2.365
C 0.823 0.354 0.335
C 0.029 0.109 0.075
C -0.689 -0.113 -0.401
C -0.038 0.254 -0.559
C -0.142 -0.322 0.919
N 1.377 0.040 -0.059
H -0.140 -0.703 0.514
H -0.140 0.176 0.408
H 0.188 -0.499 0.086
H 0.167 -0.806 0.432
H -0.650 -0.739 -0.558
H 0.505 0.147 0.098
H -0.075 0.072 -0.250
H -0.545 -0.203 -0.134
H -0.598 -0.169 0.225

Summary:
* LUMO level (alpha / beta): -0.1578 / -0.1692 Ha
* multiplicity: 5
* orbital gap (alpha / beta): 4.5 / 6.3 eV
* electronic energy: -2618.80924 a.u.
* charge: +1

***

3.
CH3FS | ωB97M-V/def2-TZVPD

Last column: natural (NBO) charge in e.
CARTESIAN COORDINATES (ANGSTROEM)
C (0.285, 0.375, 0.409)  -0.0690
F (1.133, 1.293, -0.112)  -0.3536
S (-1.483, 0.589, 0.028)  -0.0399
H (0.679, -0.967, -0.305)  0.1198
H (0.338, 0.201, 1.524)  0.1954
H (-1.311, 0.120, -1.305)  0.1473

Atomic forces in eV per Å
C 0.131 -4.575 -1.395
F -0.335 0.055 0.551
S 1.181 -0.521 -1.861
H -1.008 3.819 2.365
H 0.549 0.492 -1.337
H -0.518 0.730 1.676

Summary:
* LUMO level: 0.0147 Ha
* orbital gap: 10.2 eV
* electronic energy: -537.86553 a.u.
* charge: 0

***

4.
C30H55N3P3PtSe4 | ωB97M-V/def2-TZVPD

Last column: Löwdin charge in e.
CARTESIAN COORDINATES (ANGSTROEM)
Pt (0.078, 0.275, -0.081)  0.3700
Se (0.888, -1.454, -1.693)  0.0519
Se (-0.822, -2.889, -2.367)  -0.0679
Se (-2.835, -2.536, -1.091)  -0.1060
Se (-2.680, -0.472, -0.101)  -0.0213
C (-0.957, 2.528, 2.598)  -0.2185
P (0.414, 1.842, 1.606)  0.8581
C (1.441, 1.011, 2.906)  -0.3833
N (1.874, 1.659, 3.951)  0.1420
C (2.846, 1.060, 4.696)  -0.2049
C (3.378, 1.733, 5.822)  -0.0194
C (4.406, 1.176, 6.526)  -0.0860
C (4.946, -0.075, 6.138)  -0.0850
C (4.439, -0.748, 5.065)  -0.0165
C (3.365, -0.195, 4.328)  -0.2103
N (2.796, -0.915, 3.321)  0.1457
C (1.830, -0.340, 2.658)  -0.3871
P (0.740, -1.264, 1.504)  0.7849
C (1.803, -2.677, 1.105)  -0.3070
C (-0.429, -2.009, 2.789)  -0.6727
C (-1.367, -0.922, 3.310)  -0.1260
C (-1.240, -3.113, 2.112)  -0.1156
C (0.302, -2.631, 3.987)  -0.0922
C (1.467, 3.333, 1.228)  -0.6921
C (1.846, 4.236, 2.404)  -0.0889
C (0.615, 4.142, 0.264)  -0.1568
C (2.723, 2.828, 0.515)  -0.0998
H (-0.582, 2.859, 3.567)  0.0448
H (-1.730, 1.775, 2.732)  0.0268
H (-1.394, 3.372, 2.067)  0.0380
H (2.956, 2.694, 6.087)  0.1121
H (4.818, 1.693, 7.383)  0.0991
H (5.764, -0.501, 6.706)  0.0994
H (4.821, -1.713, 4.758)  0.1128
H (2.144, -3.133, 2.032)  0.0325
H (2.657, -2.326, 0.531)  0.0267
H (1.255, -3.383, 0.485)  0.0199
H (-1.905, -0.453, 2.485)  -0.0222
H (-0.828, -0.169, 3.893)  0.0701
H (-2.105, -1.383, 3.973)  0.0902
H (-1.845, -2.731, 1.295)  -0.0527
H (-1.911, -3.552, 2.858)  0.0906
H (-0.603, -3.912, 1.730)  0.0792
H (0.945, -1.935, 4.523)  0.0641
H (0.896, -3.500, 3.704)  0.0740
H (-0.465, -2.975, 4.687)  0.0847
H (0.960, 4.670, 2.872)  0.0767
H (2.440, 5.063, 2.001)  0.0846
H (2.428, 3.735, 3.171)  0.0515
H (1.207, 4.972, -0.134)  0.0915
H (-0.254, 4.574, 0.766)  0.0732
H (0.282, 3.504, -0.559)  0.0118
H (3.381, 2.284, 1.199)  0.0772
H (3.279, 3.685, 0.123)  0.0867
H (2.462, 2.170, -0.316)  0.0487
C (1.498, 2.158, -4.637)  -0.0988
C (0.621, 3.189, -3.910)  -0.5858
C (1.562, 3.900, -2.934)  -0.1061
C (0.141, 4.226, -4.938)  -0.0859
P (-0.738, 2.249, -2.952)  0.8241
N (-0.140, 1.652, -1.664)  -0.4418
C (-1.483, 1.065, -4.271)  -0.5649
C (-2.759, 0.461, -3.672)  -0.1177
C (-1.822, 1.613, -5.668)  -0.0974
C (-0.500, -0.100, -4.515)  -0.1714
C (-2.137, 3.537, -2.596)  -0.5732
C (-2.893, 2.996, -1.377)  -0.1207
C (-3.147, 3.825, -3.714)  -0.0998
C (-1.595, 4.916, -2.190)  -0.0962
H (2.417, 2.659, -4.962)  0.0795
H (1.017, 1.751, -5.523)  0.0522
H (1.770, 1.333, -3.977)  0.0795
H (2.395, 4.326, -3.505)  0.0825
H (1.963, 3.190, -2.211)  0.0545
H (1.082, 4.712, -2.396)  0.0521
H (0.982, 4.481, -5.593)  0.0828
H (-0.185, 5.153, -4.469)  0.0536
H (-0.667, 3.874, -5.573)  0.0495
H (-3.589, 1.166, -3.628)  0.0562
H (-2.590, 0.080, -2.666)  -0.0275
H (-3.075, -0.381, -4.295)  0.0870
H (-2.515, 2.451, -5.679)  0.0484
H (-2.295, 0.795, -6.222)  0.0875
H (-0.929, 1.890, -6.228)  0.0566
H (0.193, -0.249, -3.694)  -0.0706
H (0.070, 0.045, -5.433)  0.0627
H (-1.060, -1.030, -4.620)  0.0374
H (-3.423, 2.068, -1.578)  0.0319
H (-3.621, 3.749, -1.048)  0.0810
H (-2.200, 2.784, -0.561)  0.0428
H (-3.724, 2.953, -4.007)  0.0538
H (-2.674, 4.249, -4.602)  0.0637
H (-3.859, 4.570, -3.339)  0.0810
H (-0.867, 4.865, -1.391)  0.0342
H (-2.441, 5.510, -1.823)  0.0825
H (-1.159, 5.465, -3.023)  0.0535

Atomic forces in eV per Å
Pt 0.133 -0.158 0.308
Se 0.265 0.126 0.118
Se -0.248 -0.205 -0.062
Se 0.053 -0.199 -0.088
Se -0.081 0.297 0.046
C 0.022 0.057 -0.004
P -0.032 -0.114 -0.139
C -0.001 0.029 0.009
N -0.012 0.030 0.013
C -0.014 0.027 0.017
C -0.042 0.004 -0.039
C 0.032 -0.056 -0.011
C -0.011 0.055 0.034
C -0.034 -0.009 -0.047
C 0.027 -0.031 -0.003
N 0.007 -0.022 0.011
C -0.034 0.004 -0.028
P 0.004 0.128 -0.077
C -0.001 -0.010 0.008
C 0.030 0.030 0.048
C 0.012 0.018 0.021
C -0.026 -0.006 0.010
C -0.011 -0.039 -0.030
C 0.025 -0.024 0.032
C -0.044 0.016 -0.036
C 0.009 0.081 -0.065
C 0.022 0.002 0.021
H -0.025 0.018 0.004
H 0.020 -0.037 -0.014
H -0.025 -0.024 -0.008
H -0.004 -0.007 -0.007
H 0.002 -0.011 -0.003
H -0.004 0.010 0.000
H -0.005 0.006 -0.001
H 0.006 -0.013 0.004
H -0.001 0.017 -0.015
H 0.011 0.008 0.002
H 0.002 -0.010 0.009
H 0.004 0.008 -0.010
H 0.009 0.005 0.009
H -0.003 0.003 -0.023
H -0.010 0.005 -0.025
H 0.005 0.003 0.006
H -0.033 0.033 0.006
H 0.028 0.020 0.002
H 0.003 -0.025 -0.015
H 0.013 -0.038 0.035
H -0.028 0.008 0.001
H 0.047 -0.010 -0.011
H -0.007 -0.021 -0.006
H 0.001 0.014 -0.002
H 0.012 -0.020 -0.018
H -0.011 -0.013 0.006
H 0.011 -0.015 0.007
H -0.008 0.003 0.024
C 0.028 0.027 -0.014
C 0.014 0.034 -0.038
C -0.011 -0.030 -0.002
C 0.051 0.034 -0.028
P 0.085 -0.026 0.045
N -0.087 0.016 -0.034
C 0.028 -0.017 -0.023
C -0.039 -0.024 0.024
C -0.031 0.018 -0.021
C -0.086 -0.006 -0.070
C 0.002 0.017 0.010
C -0.006 0.008 0.002
C -0.044 0.024 -0.018
C 0.007 0.030 -0.013
H 0.006 -0.012 0.000
H 0.053 0.045 0.036
H 0.009 0.025 -0.008
H -0.009 0.009 0.006
H -0.036 0.009 0.003
H -0.053 0.027 0.009
H 0.002 -0.005 0.001
H 0.073 -0.083 -0.099
H -0.016 -0.058 -0.031
H 0.044 -0.083 0.029
H 0.023 -0.030 0.039
H -0.009 0.010 -0.004
H 0.002 -0.017 0.007
H 0.002 0.005 0.006
H -0.020 0.043 0.007
H -0.042 0.051 -0.038
H -0.008 -0.031 0.041
H -0.008 0.033 -0.034
H 0.009 -0.043 -0.019
H -0.002 -0.023 0.001
H 0.005 0.009 0.005
H 0.028 0.079 -0.021
H -0.016 0.008 0.044
H 0.004 0.000 -0.004
H 0.043 -0.001 0.046
H 0.016 0.004 0.011
H -0.072 -0.023 0.123

Summary:
* LUMO level: 0.0471 Ha
* orbital gap: 4.4 eV
* electronic energy: -12089.64591 a.u.
* charge: -1